(1)
Below is a 10-piece molecular cluster, C34H72N11O11 overall, with properties calculated with the ωB97M-V functional and the def2-TZVPD basis.

The calculation puts the HOMO energy at -0.383 Eh. The value obtained for the gap between HOMO and LUMO is 6.51 eV. Its maximum force is 0.104 Eh/bohr. The net charge is +1. As for the total energy: -75333.6676 eV.

Each line ends with the Mulliken charge.
Positions of all 128 atoms, in Å:
C: -3.35935 -4.02235 -0.79976  -1.37
C: -3.03781 -2.59216 -1.49347  1.06
C: -3.93866 -1.31082 -1.29115  0.26
C: -5.23262 -1.52445 -0.33802  0.28
O: -5.31439 -1.01292 0.79788  -0.49
O: -6.24175 -2.38902 -0.89806  -0.43
C: -3.63246 0.06751 -1.98143  -0.63
C: -2.36466 0.08673 -2.91170  -0.26
N: -1.56210 -1.11060 -3.10588  0.23
C: -1.80300 -2.38090 -2.46613  -0.28
N: -0.88561 -3.50007 -2.77191  -0.52
H: -3.74527 -4.72815 -1.62740  0.31
H: -4.14483 -3.96147 0.02600  0.35
H: -2.38583 -4.43555 -0.33989  0.34
H: -6.08263 -2.34409 -1.87855  0.40
H: -4.30127 0.99580 -1.83697  0.45
H: -2.11793 1.05867 -3.46415  0.33
H: -0.75498 -1.02575 -3.76442  0.39
H: -0.94299 -3.57177 -3.81930  0.18
H: -1.26085 -4.38475 -2.39224  0.39
C: -0.22829 3.32831 -3.98537  -1.31
C: 0.48950 2.01450 -4.11686  0.81
O: -0.07202 1.00048 -4.54060  -0.77
N: 1.79442 1.96226 -3.75261  -0.05
C: 2.62687 3.03174 -3.23571  -0.92
H: -1.26204 3.21178 -4.31411  0.31
H: -0.23291 3.65019 -2.94366  0.34
H: 0.25025 4.08224 -4.61366  0.47
H: 2.20704 1.04693 -3.86951  0.24
H: 3.47442 3.16123 -3.90847  0.35
H: 2.99474 2.73179 -2.25263  0.24
H: 2.08640 3.97105 -3.14946  0.33
C: -4.88583 -7.11103 1.92095  -0.83
C: -4.73391 -8.15652 0.85047  0.75
O: -3.74573 -8.87796 0.77994  -0.68
N: -5.73775 -8.29049 -0.06157  -0.16
C: -6.97386 -7.54399 -0.15034  -0.82
H: -4.01150 -7.12571 2.56632  0.13
H: -4.96411 -6.12134 1.46949  0.17
H: -5.76808 -7.32210 2.53010  0.41
H: -5.56269 -9.01200 -0.74731  0.23
H: -7.80548 -8.24792 -0.07459  0.29
H: -7.00949 -7.05479 -1.12673  0.25
H: -7.06096 -6.79463 0.63387  0.33
C: 5.54661 7.07664 -2.31995  -1.35
C: 5.37223 5.58242 -2.33290  0.74
O: 4.36402 5.04718 -2.78353  -0.55
N: 6.37554 4.81836 -1.82438  -0.11
C: 7.63244 5.25184 -1.25200  -0.84
H: 4.66522 7.54734 -2.75744  0.29
H: 5.65497 7.43352 -1.29344  0.37
H: 6.41887 7.35840 -2.91353  0.36
H: 6.18568 3.82683 -1.86791  0.20
H: 8.44294 4.80753 -1.83313  0.28
H: 7.68529 4.88198 -0.22569  0.26
H: 7.73628 6.33508 -1.25352  0.34
C: -2.96858 4.20116 -0.01666  -1.02
C: -2.18704 5.10787 -0.92873  0.77
O: -1.88522 4.78087 -2.07252  -0.67
N: -1.81288 6.32398 -0.45119  -0.16
C: -2.06753 6.89236 0.85567  -0.85
H: -3.19324 3.26974 -0.53850  -0.05
H: -2.38058 3.96519 0.87310  0.40
H: -3.91124 4.67425 0.26632  0.42
H: -1.29268 6.87444 -1.12054  0.24
H: -2.62548 7.82140 0.72202  0.29
H: -1.10711 7.11813 1.32376  0.28
H: -2.63337 6.21889 1.49617  0.33
C: -1.77333 -3.60733 3.78898  -1.36
C: -2.18674 -4.87913 3.11009  0.84
O: -3.34790 -5.09042 2.77991  -0.62
N: -1.22923 -5.81412 2.86111  -0.11
C: 0.18359 -5.75514 3.16961  -0.92
H: -2.64486 -2.96375 3.91582  0.34
H: -1.35718 -3.82249 4.77546  0.38
H: -1.04090 -3.07889 3.17450  0.27
H: -1.58593 -6.64191 2.40160  0.21
H: 0.74234 -5.85344 2.23627  0.29
H: 0.42722 -6.59734 3.82055  0.30
H: 0.46053 -4.82486 3.66161  0.35
C: 2.18545 0.08323 2.62699  -1.45
C: 0.68285 0.03417 2.68650  0.85
O: 0.07620 -0.16719 3.72643  -0.67
N: -0.01378 0.21840 1.53281  -0.03
C: 0.49461 0.46575 0.20596  -0.68
H: 2.59230 -0.08296 3.62530  0.33
H: 2.56139 -0.70094 1.96596  0.38
H: 2.51609 1.06413 2.27831  0.38
H: -1.01548 0.16687 1.65913  0.19
H: 0.08737 1.41865 -0.14060  0.22
H: 0.14027 -0.33389 -0.44931  0.14
H: 1.58171 0.50435 0.17782  0.32
C: -0.91157 -3.59354 -7.56969  -1.40
C: -1.88824 -3.70004 -6.43154  0.90
O: -1.59071 -4.23165 -5.36139  -0.79
N: -3.13276 -3.18812 -6.60891  -0.11
C: -3.67407 -2.53014 -7.77979  -0.86
H: 0.03643 -4.04659 -7.27658  0.32
H: -1.29313 -4.12629 -8.44317  0.39
H: -0.73200 -2.54429 -7.81372  0.38
H: -3.73038 -3.29794 -5.80119  0.21
H: -3.98971 -1.52519 -7.49225  0.28
H: -4.54588 -3.09444 -8.11679  0.31
H: -2.94977 -2.46482 -8.58888  0.33
C: -0.84047 1.18280 8.81298  -1.18
C: 0.09941 1.94602 7.91949  0.77
O: 1.19065 2.34130 8.30853  -0.66
N: -0.29537 2.19470 6.64033  -0.13
C: -1.53311 1.81708 5.99291  -0.61
H: -0.38656 1.06410 9.79763  0.29
H: -1.77784 1.73141 8.92876  0.34
H: -1.03047 0.19035 8.39839  0.32
H: 0.38791 2.71043 6.10413  0.21
H: -1.28881 1.19857 5.12643  0.12
H: -2.03092 2.72857 5.65267  0.27
H: -2.19704 1.26684 6.65664  0.30
C: 8.44608 1.72180 2.78543  -1.29
C: 9.22293 2.63371 1.87472  0.85
O: 9.52879 2.30898 0.73434  -0.66
N: 9.58815 3.85519 2.35347  -0.17
C: 9.32681 4.42223 3.65936  -0.83
H: 8.22942 0.78884 2.26348  0.30
H: 9.03386 1.49042 3.67635  0.36
H: 7.49923 2.18839 3.06632  0.34
H: 10.10596 4.40878 1.68513  0.23
H: 8.76251 5.34761 3.52439  0.28
H: 10.28463 4.65489 4.12956  0.29
H: 8.76439 3.74499 4.29882  0.32

Forces on atoms 1 to 2 (eV/Å):
0.623 0.681 -0.808
-0.043 3.805 -1.186



(2)
Below is a 7-piece molecular cluster, C34H74F3NO14P overall, with properties calculated with the ωB97M-V functional and the def2-TZVPD basis.

The calculation puts the HOMO energy at -0.385 Eh. The value obtained for the gap between HOMO and LUMO is 7.35 eV. Its maximum force is 0.088 Eh/bohr. The net charge is +1. As for the total energy: -84033.9025 eV.

Each line ends with the Mulliken charge.
Positions of all 127 atoms, in Å:
N: -2.05089 4.11650 -3.32747  -0.59
C: -1.69855 2.85090 -4.09174  -0.30
P: -1.22239 1.55716 -2.79882  0.23
C: -2.48533 0.17578 -2.54312  -0.58
O: -3.46454 0.04684 -3.60345  -0.20
C: -4.68945 -0.36708 -2.91537  0.09
C: -5.87513 0.61868 -2.92423  -0.14
C: -7.15815 0.20134 -2.15482  -0.42
C: -7.18216 -1.16673 -1.42089  -0.42
C: -5.98476 -2.18269 -1.41068  -0.51
C: -4.67916 -1.77856 -2.18463  -0.06
C: 0.45211 0.69182 -3.16085  -0.69
O: 0.68356 -0.18384 -2.02668  0.13
C: 1.20326 -1.44610 -2.40762  0.61
F: 1.19395 -2.24715 -1.22103  -0.24
F: 0.42674 -2.14915 -3.34955  -0.21
F: 2.55469 -1.27681 -2.76566  -0.23
H: -1.30599 4.28386 -2.61906  0.28
H: -2.91729 3.95049 -2.77257  0.29
H: -2.60886 2.58177 -4.72946  0.34
H: -0.82299 3.16791 -4.77930  0.36
H: -1.06342 2.23769 -1.54211  0.15
H: -3.01282 0.34295 -1.52417  0.52
H: -1.94419 -0.84138 -2.42571  0.15
H: -5.73367 1.59891 -3.49926  0.36
H: -8.01650 0.96566 -2.14588  0.35
H: -8.12414 -1.44678 -0.82777  0.34
H: -6.01922 -3.17497 -0.83823  0.36
H: -3.73868 -2.43982 -2.21407  0.28
H: 1.25966 1.52145 -3.10195  0.30
H: 0.48096 0.18734 -4.18287  0.50
C: -6.93439 4.94922 -2.84019  -0.76
O: -5.64507 5.40258 -2.44904  -0.29
C: -5.41379 6.76461 -2.81730  -0.48
C: -5.61734 7.70303 -1.63144  -0.56
O: -6.97752 7.71594 -1.20562  -0.38
C: -7.19959 6.89615 -0.06577  -0.70
H: -7.15185 4.02989 -2.29268  0.17
H: -7.71612 5.67881 -2.61374  0.41
H: -6.93954 4.72871 -3.91243  0.31
H: -6.05167 7.05239 -3.66014  0.34
H: -4.37234 6.83435 -3.14672  0.37
H: -5.37048 8.72193 -1.94480  0.40
H: -4.95294 7.43729 -0.80106  0.31
H: -6.84175 7.41061 0.83115  0.33
H: -6.70889 5.92493 -0.15312  0.27
H: -8.27395 6.73200 0.03011  0.25
C: -6.01524 -2.42979 -8.76835  -0.74
O: -4.88580 -2.27487 -7.91892  -0.40
C: -5.20368 -1.58183 -6.71276  -0.45
C: -5.39057 -2.54963 -5.54793  0.25
O: -6.52885 -3.38494 -5.74462  -0.42
C: -6.18003 -4.67638 -6.22596  -0.77
H: -5.77931 -3.19374 -9.51092  0.25
H: -6.90632 -2.74566 -8.21916  0.33
H: -6.21996 -1.48801 -9.28692  0.33
H: -6.09162 -0.95383 -6.84802  0.37
H: -4.35780 -0.92276 -6.49051  0.19
H: -5.56397 -1.97492 -4.63493  -0.11
H: -4.48825 -3.15259 -5.39007  0.28
H: -5.79135 -5.28232 -5.40157  0.32
H: -5.44290 -4.63266 -7.02959  0.34
H: -7.08364 -5.15001 -6.61267  0.27
C: 5.70396 0.96236 -0.07707  -0.51
O: 5.61063 2.15722 0.68722  -0.34
C: 5.48635 3.32219 -0.12710  -0.57
C: 4.03504 3.78393 -0.20551  -0.46
O: 3.22072 2.82802 -0.88624  -0.35
C: 2.48509 2.00440 0.00765  -0.56
H: 5.50902 0.11859 0.58683  0.03
H: 4.97728 0.93352 -0.89415  0.26
H: 6.71482 0.86187 -0.48351  0.36
H: 5.89861 3.14583 -1.12695  0.31
H: 6.08168 4.10904 0.34592  0.41
H: 3.99092 4.71137 -0.78471  0.41
H: 3.63638 3.99332 0.79358  0.29
H: 1.62617 2.56150 0.39846  0.39
H: 3.09653 1.64312 0.83583  0.52
H: 2.11828 1.14126 -0.55016  -0.25
C: 0.81418 -0.45435 1.77886  -0.82
O: 1.95963 -0.27676 2.59695  -0.03
C: 1.66542 0.42676 3.80539  -0.82
C: 1.52107 -0.53235 4.98265  -0.03
O: 0.38617 -1.38311 4.82491  -0.43
C: 0.73760 -2.67479 4.34754  -0.62
H: 1.04111 -1.22380 1.03915  0.12
H: -0.06085 -0.77425 2.35160  0.42
H: 0.58641 0.48040 1.25459  0.24
H: 0.76705 1.04369 3.68752  0.38
H: 2.50864 1.09710 3.99869  0.35
H: 1.35850 0.05241 5.89321  0.38
H: 2.43276 -1.12308 5.12255  0.08
H: 1.15528 -3.26743 5.16702  0.25
H: 1.45286 -2.63073 3.52407  0.25
H: -0.17044 -3.16323 3.98972  0.26
C: 5.72387 -5.35081 2.23611  -0.72
O: 6.87936 -5.02653 2.99603  -0.36
C: 7.92437 -4.48051 2.19079  -0.50
C: 7.96988 -2.95919 2.29761  -0.47
O: 6.79783 -2.36255 1.74472  -0.32
C: 5.85422 -1.99321 2.74130  -0.85
H: 4.88968 -5.48498 2.92708  0.25
H: 5.46044 -4.56220 1.52568  0.28
H: 5.88711 -6.28918 1.69693  0.33
H: 7.81737 -4.79827 1.14756  0.32
H: 8.86642 -4.88829 2.56987  0.37
H: 8.82071 -2.59211 1.71538  0.36
H: 8.11323 -2.64258 3.33702  0.29
H: 6.17986 -1.06880 3.22876  0.37
H: 5.71630 -2.77523 3.49012  0.58
H: 4.89542 -1.81201 2.25177  0.08
C: 6.42315 -3.47318 7.83176  -0.63
O: 6.33034 -2.28987 8.61367  -0.40
C: 6.18864 -1.11822 7.81174  -0.50
C: 4.73431 -0.66060 7.74956  -0.57
O: 3.91717 -1.61204 7.06936  -0.11
C: 3.18746 -2.44017 7.96554  -0.97
H: 6.24225 -4.32758 8.48610  0.27
H: 5.68647 -3.49493 7.02385  0.20
H: 7.42969 -3.56055 7.41113  0.31
H: 6.59174 -1.28459 6.80627  0.22
H: 6.78483 -0.33229 8.28554  0.39
H: 4.68435 0.27130 7.17731  0.38
H: 4.34225 -0.45931 8.75291  0.40
H: 2.33186 -1.88548 8.36321  0.31
H: 3.80519 -2.80292 8.78860  0.48
H: 2.81717 -3.30155 7.40690  0.22

Forces on atoms 1 to 2 (eV/Å):
0.122 -1.506 0.758
-0.121 1.983 -0.126



Q: Which of these has the highest HOMO energy?
A: C34H72N11O11